DFT (the ωB97M-V functional and the def2-TZVPD basis) results for a single C24H27N3O3S molecule.

Calculated values
- SMILES string: O=C(CN1C(=O)/C(=C/c2ccccc2)Sc2ccccc21)NCCCN1CCOCC1
- Energy relative to the best compared isomer or geometry (same formula, charge and spin): 26.37 kcal/mol
- Orbital gap: 7.838 eV
- E_HOMO: -8.09 eV

CARTESIAN COORDINATES (ANGSTROEM)
1 H -0.81385 -4.70104 1.19725
2 C -0.98530 3.02532 2.42840
3 C 3.93164 -0.09949 -1.26994
4 H 2.99733 3.03482 -0.40330
5 C 1.39574 -2.40841 0.26794
6 C 5.26602 -0.02934 -0.92928
7 H -0.56102 -1.91733 -1.19036
8 C -3.13037 1.73008 1.26083
9 H -2.46153 -2.41767 0.44410
10 H -4.15772 2.10736 3.08500
11 C -0.71970 1.07456 -1.43596
12 C 5.78401 1.13474 -0.38169
13 C -0.87381 2.51353 1.14224
14 C 0.96520 -4.25483 2.31620
15 C 3.61659 2.16024 -0.52125
16 H 1.30764 -1.38288 -0.09665
17 C -0.74093 -2.89640 -0.73996
18 H -2.47764 -4.06869 -0.18543
19 C -3.23441 2.23710 2.54229
20 H 1.46836 0.08139 -2.14706
21 C 0.18238 -4.30246 1.00387
22 H 3.16398 -2.03775 1.46551
23 N -2.94926 -1.18339 -1.88987
24 N -1.87265 1.42450 -0.79669
25 H -3.85128 1.92504 -1.22111
26 H 5.90878 -0.88152 -1.09438
27 C 1.68026 0.83040 -1.39196
28 N 0.06512 -2.95686 0.46711
29 S 0.68126 2.70879 0.33746
30 O 2.24648 -3.69912 2.13662
31 H 0.70314 -4.97166 0.29440
32 H -0.43818 -3.66446 -1.47435
33 H -4.16463 -2.74493 -1.33760
34 H -2.87488 -3.16017 -2.49707
35 H 5.35974 3.14534 0.21404
36 H 1.11966 -5.26115 2.70932
37 H -2.12351 -0.88940 -2.40220
38 C 2.14380 -2.40222 1.59971
39 C -3.11506 -2.58832 -1.59784
40 C 4.95696 2.22863 -0.19066
41 H 0.39964 -3.65740 3.04709
42 H 6.82958 1.19152 -0.11830
43 H -2.89309 1.29376 -2.58980
44 H -2.25276 3.30693 4.12328
45 C 0.59137 1.44218 -0.87524
46 H -3.96775 1.19449 0.84556
47 C -3.11223 1.18257 -1.52449
48 H 1.61084 -1.74670 2.30508
49 H 1.97200 -3.00130 -0.46570
50 O -4.63103 -0.43753 -0.56612
51 C 3.07528 0.98688 -1.05046
52 O -0.77121 0.45574 -2.49722
53 C -1.95370 1.88249 0.52578
54 H 3.53171 -1.00757 -1.69709
55 C -2.23204 -3.03426 -0.42649
56 H -0.12953 3.51838 2.86334
57 C -3.65949 -0.23352 -1.26544
58 C -2.16876 2.90193 3.12706



DFT (the ωB97M-V functional and the def2-TZVPD basis) results for a single C5H8N2 molecule.

Calculated values
- SMILES string: CCn1ccnc1
- Energy relative to the best compared isomer or geometry (same formula, charge and spin): 4.11 kcal/mol
- Orbital gap: 9.687 eV
- E_HOMO: -8.75 eV

CARTESIAN COORDINATES (ANGSTROEM)
1 H 0.92012 -1.92424 0.53510
2 H -1.29454 0.27958 -1.59789
3 H -1.49204 1.02342 0.93307
4 C -1.04435 -0.30090 -0.70495
5 N 0.36679 -0.08949 -0.43647
6 H 3.21002 -0.46625 1.07419
7 C -1.90628 0.11400 0.48690
8 C 1.19906 -0.90898 0.28883
9 H -2.94123 0.30978 0.19195
10 N 2.19388 1.09487 0.00863
11 H 0.55363 1.94415 -1.06408
12 C 2.31785 -0.16482 0.54188
13 H -1.19388 -1.35450 -0.96147
14 C 1.01199 1.10263 -0.55587
15 H -1.90102 -0.65927 1.26016



DFT (the ωB97M-V functional and the def2-TZVPD basis) results for 2 unconnected molecules or ions with the total composition C5HN3O at a distorted geometry.

Calculated values
- SMILES string: N#CC(=C=O)C#N.C#N
- Energy relative to the best compared isomer or geometry (same formula, charge and spin): 0.00 kcal/mol
- Orbital gap: 9.788 eV
- E_HOMO: -10.61 eV

CARTESIAN COORDINATES (ANGSTROEM)
1 C -1.13135 -1.37991 1.03303
2 O -2.49849 1.11385 2.99062
3 H 0.57462 0.11320 -1.41003
4 N -1.02386 1.48423 -0.76829
5 C -0.81018 -0.27513 1.85472
6 C -0.19748 0.77958 -1.11100
7 N 1.68762 0.24859 2.03990
8 C 0.56643 0.03628 1.96978
9 N -1.32545 -2.27790 0.35220
10 C -1.72279 0.46372 2.45107



DFT (the ωB97M-V functional and the def2-TZVPD basis) results for 5 unconnected molecules or ions with the total composition CH12N2O4 at a distorted geometry.

Calculated values
- SMILES string: [H]/N=C/N.O.O.O.O
- Energy relative to the best compared isomer or geometry (same formula, charge and spin): 23.21 kcal/mol
- Orbital gap: 9.496 eV
- E_HOMO: -9.03 eV

CARTESIAN COORDINATES (ANGSTROEM)
1 O 0.06319 2.94128 2.14586
2 H 3.51618 1.02095 1.72903
3 C 0.80629 -0.19541 -0.77592
4 O 2.74164 1.01968 1.16294
5 H 0.03283 -0.98240 -2.58070
6 H -0.81823 3.12653 1.79275
7 H 0.15986 1.29998 0.13892
8 H 1.12785 -1.95883 -1.85255
9 H -0.17054 2.72699 3.05891
10 H -1.20143 -3.49319 -1.76264
11 H 2.17325 1.77416 1.36346
12 H -2.30884 -0.87820 1.18918
13 H -1.91243 -0.09297 -0.10597
14 H 1.62419 -0.42287 -0.10738
15 N 0.68807 -1.05405 -1.81627
16 O -2.66346 -0.40814 0.42412
17 N -0.12718 0.66698 -0.59500
18 H -2.00516 -2.32750 -1.29467
19 O -1.72608 -2.76298 -2.11406



DFT (the ωB97M-V functional and the def2-TZVPD basis) results for 8 unconnected molecules or ions with the total composition C22H53F8NO23P5 at a distorted geometry.

Calculated values
- Charge: -1
- Orbital gap: 9.076 eV
- E_HOMO: -6.90 eV

CARTESIAN COORDINATES (ANGSTROEM)
1 F -3.46341 -1.54520 4.91440
2 O -1.54119 2.75860 4.05896
3 O 3.32554 4.41878 2.02826
4 H 2.47876 4.69794 6.34857
5 O -2.69346 -3.18824 -6.09964
6 C -2.72668 2.31207 4.23040
7 H -2.58044 -7.04861 0.19297
8 H -4.64166 -2.86794 -7.10171
9 P -1.72784 -2.47182 -4.95860
10 H -3.17428 5.71460 1.21724
11 H 1.03999 -0.19010 -3.31760
12 P -0.18776 -6.23092 1.85824
13 H -3.32927 -0.80020 -2.37297
14 O 3.97388 -3.52243 -3.66985
15 H 1.98601 -2.54860 -7.54743
16 F -0.22225 -1.22659 1.08815
17 O -1.05451 -3.75987 -4.11989
18 H -1.22298 8.97756 1.80703
19 N -2.90075 6.63795 1.52171
20 C 4.51438 7.75524 2.65514
21 O 3.35235 4.76935 4.61395
22 C -0.78142 5.52028 0.80179
23 H -2.88985 6.62655 2.53159
24 O -0.78336 -1.40188 -5.57547
25 H 0.87137 -3.92121 -4.37636
26 H -0.48680 3.30676 -0.76911
27 H -3.36764 -3.45787 5.03532
28 C 2.99580 5.47847 5.79040
29 F 1.82810 -1.31729 0.54757
30 H 1.39797 -8.30458 2.65790
31 H -1.49993 -5.84474 -0.66460
32 H -3.33526 -2.22560 -8.03206
33 H -1.87531 -1.56054 -1.94740
34 F -0.46609 0.83255 0.00617
35 O -4.85897 -2.75890 3.70359
36 H -0.86097 4.70627 -1.73989
37 C -4.78081 -2.46311 2.36907
38 C 2.82461 -2.07488 -7.03709
39 C -1.80576 0.63182 2.98563
40 C 0.02055 -4.44516 -4.81188
41 O -5.72565 -2.23416 1.62295
42 H -3.74084 -1.41884 -6.74311
43 H 0.04933 1.82977 2.91351
44 O -2.82127 -1.89999 -3.86428
45 C 1.30619 -4.34314 0.58967
46 P 0.75235 -0.19856 0.18575
47 O 0.70268 -5.62598 0.56505
48 O -3.53639 -2.36001 2.01319
49 O -0.23484 -7.88706 1.60403
50 H -0.92887 7.67728 2.95156
51 H 2.40099 0.35100 -4.38887
52 H -1.77947 7.38049 -0.01384
53 H 2.21808 6.20649 5.55963
54 O 0.19072 -5.86349 3.27984
55 O 3.42443 -2.81330 -6.11288
56 C 2.08782 -0.31947 -3.58856
57 H -1.96387 0.24261 1.97984
58 C -0.87539 7.94841 1.89717
59 F -1.18900 -0.25781 3.73491
60 H 0.03439 -4.33443 -5.89616
61 O 1.93663 6.38362 2.98283
62 H 3.90951 8.48406 3.19462
63 C 2.44019 3.38629 1.96190
64 C 0.71649 -8.82414 1.98428
65 C -2.17865 -6.03571 0.16665
66 H -2.51785 -3.96800 2.64156
67 H 2.37156 -1.22357 -6.52904
68 H 3.26143 -4.33311 -1.78425
69 O -2.92697 1.10426 3.67116
70 H 0.20326 -9.67855 2.42549
71 C -3.60459 -2.69855 4.29008
72 P 3.15903 5.59461 3.16734
73 F 1.86505 0.78082 -0.60069
74 H 0.10257 5.65605 0.17871
75 H -1.96704 -0.20825 -3.14708
76 O 4.55263 6.38000 2.97522
77 H 1.14349 -4.09164 1.63770
78 C -1.02466 1.99435 3.00039
79 F 0.33639 -1.02462 -1.21273
80 F 1.12332 0.53095 1.59446
81 H -1.30979 2.59487 2.13657
82 H 1.34114 -9.23160 1.18937
83 C -2.39667 -1.15282 -2.81345
84 O -1.65656 4.63286 0.13299
85 H 2.70844 -0.08435 -2.72390
86 H 1.78722 3.65078 1.13017
87 H 1.86753 3.24746 2.87890
88 H -0.37169 5.10921 1.72443
89 C 3.61002 -3.42328 -2.27290
90 O 2.25534 -1.65776 -4.13944
91 O -3.55632 2.84808 4.96260
92 H 2.84818 -2.68131 -2.03378
93 C -1.26300 4.04440 -0.97282
94 H -1.74776 -2.53630 3.11649
95 H 2.95489 2.44112 1.78919
96 H 4.56154 -3.25315 -1.76915
97 H 3.54456 -1.70906 -7.76917
98 O -1.72557 -5.73277 1.41547
99 H 0.16380 7.93560 1.56850
100 O 4.77691 -1.15473 -4.66209
101 H -3.04624 -5.38097 0.08476
102 C -1.60910 6.91296 0.95595
103 H 0.66220 -3.72466 -0.03552
104 H 2.32679 -4.27753 0.21262
105 H -2.10469 3.41445 -1.26059
106 H 3.70281 6.05679 6.38519
107 C -3.63109 -2.46951 -7.01171
108 C -2.74346 -2.96584 3.00607
109 H -0.03376 -5.47002 -4.44473
110 H 4.18862 7.83151 1.61776
111 H 5.55576 8.06657 2.57323
112 P 3.71629 -2.13812 -4.68199



DFT (the ωB97M-V functional and the def2-TZVPD basis) results for a molecular structure, C22H31BN6OOs at a distorted geometry.

Calculated values
- Charge: +2
- Multiplicity: 5
- Orbital gap (spin up / spin down): 8.123 / 4.382 eV
- Expectation value of S²: 6.04
- E_HOMO (spin up / spin down): -14.33 / -14.31 eV

CARTESIAN COORDINATES (ANGSTROEM)
1 H -0.44974 -0.27090 5.92436
2 H 2.59803 -2.95317 3.52084
3 H 3.81530 -2.58302 -2.43901
4 H 0.00498 4.17038 1.59439
5 C -1.94828 -1.51504 -0.01065
6 H 2.79431 -3.75487 1.94049
7 H -2.27718 3.06883 3.30024
8 N 1.21570 -0.74586 -1.85216
9 H 2.02565 -2.09562 -0.42704
10 H -1.28220 -2.37529 0.25355
11 C 0.95047 -2.63366 2.13676
12 H 1.22311 2.90408 1.87083
13 C 0.14179 -3.87526 2.50805
14 C 0.40367 -1.37990 2.81458
15 H -3.61425 -0.61707 -5.05730
16 C -0.81166 2.18965 1.95469
17 N -1.39225 -0.14964 -2.69730
18 H -2.49818 3.49208 1.58175
19 C -2.67639 -0.48476 -3.08659
20 Os -0.62805 -0.62431 -1.06030
21 H -2.94344 1.87339 2.16020
22 C 0.22096 -1.37146 4.19280
23 H -0.60654 3.41865 -0.35015
24 C -1.52368 0.06258 -4.92338
25 H 0.28810 3.54986 3.24324
26 N 0.66313 2.02228 -2.94443
27 H 3.02116 -1.99468 2.08230
28 H -3.39288 -0.77761 -2.32050
29 C -2.21835 2.68821 2.27288
30 C -0.30384 -0.25596 4.84323
31 C 0.93385 3.31246 -3.24211
32 C 2.43253 -2.84747 2.44049
33 C -0.64541 0.87873 4.10785
34 N 0.02160 1.92725 -1.72287
35 C -0.46531 0.92169 2.73105
36 C 0.04516 -0.22567 2.05119
37 H -0.78166 1.92290 0.89257
38 N -0.70903 0.23232 -3.88470
39 H 0.84502 -2.47163 1.05718
40 H -1.06837 1.75404 4.60685
41 H 0.49968 -4.73910 1.93588
42 C 0.23922 3.27483 2.18159
43 H 1.20226 1.01383 -4.91529
44 C 3.01937 -1.87561 -2.44722
45 B 0.75650 0.76554 -3.83742
46 H -2.21127 -0.87844 0.84205
47 C -2.75669 -0.38366 -4.47271
48 H 0.48193 -2.26878 4.76099
49 H 1.41794 3.57955 -4.17353
50 H -1.12601 0.28483 -5.89076
51 H -0.08926 -1.90628 -1.87329
52 H 0.50785 5.15963 -2.11089
53 N 1.59951 -0.29440 -3.10675
54 C 2.66710 -1.00186 -3.47580
55 O 0.19841 -0.20439 0.73237
56 H 3.08245 -0.83845 -4.45302
57 C -0.10360 3.18112 -1.27259
58 C 0.46254 4.09136 -2.18917
59 H 0.23697 -4.09991 3.57741
60 H -0.91992 -3.72695 2.27918
61 C 2.12365 -1.67152 -1.41465
62 H -2.69650 -1.84789 -0.74030



DFT (the ωB97M-V functional and the def2-TZVPD basis) results for 10 unconnected molecules or ions with the total composition C24H32Br2Cl36FINO7P4S at a distorted geometry.

Calculated values
- Charge: -1
- Orbital gap: 5.473 eV
- E_HOMO: -4.28 eV

CARTESIAN COORDINATES (ANGSTROEM)
1 H -2.61384 -3.09299 2.14745
2 Cl 2.94200 -7.80163 -1.89752
3 Cl 4.21483 0.21090 2.30493
4 C 3.71267 -7.39408 -0.35779
5 Cl -4.02158 6.49155 9.46219
6 H -4.36668 0.75712 1.51309
7 O -0.05897 -2.21364 1.79875
8 C -3.51692 6.64729 7.76970
9 H -5.77073 0.25270 -2.35040
10 H -2.23974 -2.32847 0.60791
11 Cl 12.54578 5.12609 5.92024
12 Br -4.01574 2.99357 -6.01685
13 H -4.34720 -3.03621 -3.13741
14 H -4.61679 -1.08680 -4.22313
15 H -6.70904 -0.05607 -3.80317
16 Cl 5.63110 1.31632 0.03150
17 H -4.32689 -3.26182 -0.53966
18 Cl 2.47860 -7.27018 0.90469
19 O 0.39357 3.16654 -1.07969
20 Cl -1.29158 7.29269 3.71707
21 O -1.17015 1.99549 -5.16094
22 P -0.70274 2.80449 -2.33101
23 Cl -0.68407 4.83228 5.12405
24 H -2.55760 -1.66179 -1.27446
25 C 10.83908 4.66017 5.84564
26 C -0.25861 -5.81961 -6.16528
27 I -1.16744 5.02389 -3.32977
28 H 0.00225 -1.77914 -1.86734
29 Cl 10.81352 1.09172 3.28398
30 C 1.97764 2.52656 5.56946
31 C -2.82416 -4.48510 0.51891
32 H -2.61268 5.31971 -0.39329
33 Cl -4.51947 7.86587 6.96784
34 P -2.62957 1.86651 -1.50874
35 H 0.27053 -1.14718 0.04593
36 H -2.91889 4.32269 0.80688
37 H 1.25253 -0.36587 -3.86631
38 C -2.83996 -4.03137 -2.02603
39 C -4.62452 0.00864 -4.22721
40 Br -1.46349 1.72095 0.57407
41 H -0.15458 -3.75314 0.42038
42 Cl -1.82408 7.15124 7.71116
43 C -0.61551 -3.45665 1.37226
44 C 4.34156 1.60250 1.21452
45 C -4.06522 0.29796 0.56073
46 Cl 3.20053 1.31397 5.98520
47 C 0.82271 -1.66405 0.85532
48 H -3.77467 -0.75055 0.50511
49 H -4.31053 3.39870 -0.43912
50 Cl -0.81949 4.83376 2.26344
51 Cl -1.22212 -5.72720 -4.68535
52 C -4.13658 1.12415 -0.56013
53 Cl 7.97317 0.77798 2.84823
54 H -0.44632 -4.19460 2.16881
55 Cl 10.40218 4.28543 4.17512
56 H -1.14725 2.81185 -5.67655
57 Cl 9.89943 0.00809 0.77840
58 Cl 9.43781 2.78395 1.37645
59 C -3.12048 -1.51848 -2.19855
60 C -1.51069 5.53152 3.72441
61 O -1.82463 0.36648 -1.84617
62 H -2.93191 -5.01027 -2.52395
63 Cl -3.24541 5.15900 3.79140
64 H -5.15969 1.38154 -0.86243
65 Cl 2.80705 1.81654 0.36707
66 Cl 0.75540 2.59773 6.85474
67 Cl 6.64883 -3.21518 -0.85816
68 C 6.19485 -3.03717 0.84613
69 Cl 0.14916 -7.51284 -6.50242
70 C 9.52897 1.15448 2.06838
71 Cl 7.12759 -1.72324 1.57642
72 H -4.38035 -4.97401 -0.85736
73 Cl 1.22443 -4.88514 -5.95581
74 Cl 4.87394 -8.66011 0.07512
75 H 1.46301 -0.90560 1.31984
76 Cl 4.71353 3.05355 2.15727
77 Cl 4.46935 -2.66940 0.96020
78 Cl -1.18807 -5.15758 -7.51671
79 H -3.70147 4.15167 -1.88240
80 C -3.67930 -4.13375 -0.71467
81 Cl 4.55609 -5.84883 -0.50741
82 O -0.25448 -2.22665 -2.69306
83 H -4.11994 -1.14931 -1.95292
84 H -4.81976 0.30439 -5.27148
85 Cl 1.20702 2.08651 4.04238
86 H 1.49444 -2.40820 0.39224
87 C -5.83151 0.49029 -3.41670
88 N -2.48611 4.34672 -0.10869
89 C -2.13432 -3.26171 1.17451
90 S -0.86153 -1.73020 -5.49358
91 C -3.38508 3.57659 -1.00137
92 Cl 9.83771 5.99388 6.43703
93 C -2.33405 -0.39657 -2.96771
94 H -2.12266 -5.30003 0.28110
95 O -3.40144 1.83526 -3.04352
96 O 0.44581 0.10936 -3.62237
97 P -0.75021 -1.00204 -3.70867
98 H -2.78760 -2.91145 -3.93799
99 P -2.62299 1.25546 -5.46563
100 C -3.26768 -2.87892 -2.95566
101 F -6.12452 1.81911 -3.63346
102 Cl 2.75380 4.11085 5.40965
103 Cl -3.71702 5.09395 6.94850
104 Cl 10.57423 3.23113 6.85547
105 H -1.78090 -3.94157 -1.73967
106 Cl 6.53198 -4.54870 1.70906
107 C -3.25689 0.61106 -3.77116
108 H -3.51295 -4.91098 1.26580
109 H 1.19038 3.53568 -1.47931



DFT (the ωB97M-V functional and the def2-TZVPD basis) results for 2 unconnected molecules or ions with the total composition C5H13NO at a distorted geometry.

Calculated values
- SMILES string: CCCC.NC=O
- Energy relative to the best compared isomer or geometry (same formula, charge and spin): 12.95 kcal/mol
- Orbital gap: 10.862 eV
- E_HOMO: -9.97 eV

CARTESIAN COORDINATES (ANGSTROEM)
1 H -1.00926 2.24494 1.59182
2 H 1.00408 0.79514 2.13082
3 C -0.65702 1.47995 0.88891
4 H 2.24918 -1.21930 1.82313
5 H 0.04243 -0.09736 -1.65609
6 H -1.74485 0.78771 -3.89834
7 H -0.52781 0.01122 2.48801
8 C 0.49295 -0.80387 0.75703
9 H 0.99688 -0.41980 -0.12956
10 H 1.81098 -2.58205 0.72998
11 C 0.08537 0.35554 1.66448
12 H -0.44227 -1.43201 0.40337
13 C -1.19970 0.95127 -2.93269
14 H -0.00465 1.89203 0.16313
15 H -0.24658 -0.90007 -3.12821
16 N -0.36795 -0.07174 -2.59294
17 C 1.45668 -1.81032 1.43920
18 H 0.95300 -2.25937 2.25208
19 H -1.53475 1.08067 0.33436
20 O -1.35671 1.99741 -2.32848